[1]
A single C7H12N2O2S molecule. Source: the Open Molecules 2025 dataset; level of theory: wB97M-V/def2-TZVPD.

molecular weight = 188.25 Da
strongest force on any atom = 4.47 eV Å⁻¹
energy above the lowest of the compared OMol25 structures with the same formula, charge and spin = 302.7 kJ/mol
energy = -932.0396 Ha
SMILES string = CS(=O)(=O)C[C@H](N)c1ccc[nH]1
frontier orbital gap = 9.04 eV

Each line ends with the Löwdin charge.
CARTESIAN COORDINATES (ANGSTROEM)
C: 1.3001 -1.1084 -2.7572  -0.117
S: 1.2705 0.4732 -1.9249  0.633
O: 1.2452 1.5684 -2.8905  -0.335
O: 2.2870 0.3735 -0.9017  -0.341
C: -0.3731 0.5694 -1.2294  -0.134
C: -0.5263 -0.6690 -0.0367  -0.294
N: -1.7748 -1.2393 -0.3955  0.027
C: -0.4502 0.0064 1.2970  -0.316
C: -1.3109 0.1921 2.2870  -0.092
C: -0.6933 0.8908 3.3321  -0.109
C: 0.5708 1.1924 2.9155  -0.085
N: 0.7312 0.5976 1.6288  0.089
H: 1.4502 -1.8761 -2.0219  0.068
H: 0.4927 -1.0040 -3.4301  0.061
H: 2.1971 -1.2860 -3.2682  0.056
H: -0.9380 0.3483 -2.1058  0.078
H: -0.3408 1.5813 -0.8772  0.100
H: 0.2545 -1.4442 -0.1693  0.130
H: -2.1688 -1.7805 0.3796  0.092
H: -2.4219 -0.5615 -0.7577  0.073
H: -2.3686 -0.1038 2.1579  0.113
H: -1.1270 0.9370 4.2944  0.086
H: 1.3106 1.6250 3.6160  0.113
H: 1.3836 0.7172 0.8579  0.104

=====

[2]
2 unconnected molecules or ions with the total composition C7H12N2O3. Source: the Open Molecules 2025 dataset; level of theory: wB97M-V/def2-TZVPD.

molecular weight = 172.18 Da
strongest force on any atom = 1.99 eV Å⁻¹
energy above the lowest of the compared OMol25 structures with the same formula, charge and spin = 351.0 kJ/mol
energy = -609.0545 Ha
SMILES string = C[C@]1(CO)CN1.N#CC(=O)CO
frontier orbital gap = 8.40 eV

Each line ends with the Löwdin charge.
CARTESIAN COORDINATES (ANGSTROEM)
C: -1.5418 1.2203 -0.9915  -0.027
C: -0.6990 1.7302 0.1580  -0.534
C: 0.6659 2.2551 -0.2479  -0.202
O: 1.4629 1.2746 -0.8750  -0.074
C: -0.8546 1.1200 1.4965  -0.143
N: -1.3200 2.4797 1.2343  0.061
H: -2.4717 0.7581 -0.6314  0.090
H: -1.8099 2.0485 -1.6633  0.089
H: -0.9954 0.4906 -1.5764  0.065
H: 1.1561 2.6922 0.6531  0.130
H: 0.5507 3.0651 -0.9828  0.129
H: 1.5933 0.5693 -0.2409  0.052
H: -0.0006 1.0464 2.1760  0.109
H: -1.5972 0.3165 1.6075  0.113
H: -2.3263 2.4870 1.1121  0.092
N: -1.5550 -3.5835 -0.2039  0.195
C: -0.6918 -2.8100 -0.1597  -0.085
C: 0.4194 -1.8320 -0.1607  -0.303
O: 0.2030 -0.6560 -0.2652  0.063
C: 1.8131 -2.4306 -0.0748  -0.175
O: 1.8127 -3.7570 0.3813  -0.036
H: 2.2882 -2.3136 -1.0591  0.148
H: 2.3893 -1.8355 0.6402  0.144
H: 1.5086 -4.3354 -0.3263  0.099

=====

[3]
A molecular structure, C7H12N2O3S2. Source: the Open Molecules 2025 dataset; level of theory: wB97M-V/def2-TZVPD.

molecular weight = 236.32 Da
strongest force on any atom = 10.82 eV Å⁻¹
energy above the lowest of the compared OMol25 structures with the same formula, charge and spin = 0.0 kJ/mol
energy = -1405.3587 Ha
frontier orbital gap = 8.30 eV

Each line ends with the Löwdin charge.
CARTESIAN COORDINATES (ANGSTROEM)
C: -2.8222 -0.3846 -0.1476  -0.558
C: -2.5037 0.5600 -1.0700  -0.075
C: -1.8662 -0.1378 0.8911  -0.398
C: 1.1052 2.1682 1.3015  -0.081
C: 0.8735 0.6495 -0.5923  -0.496
C: 1.2284 -0.7005 -1.2114  -0.157
C: 2.6862 -1.1597 -1.1200  -0.543
H: -5.0239 -1.0111 0.4084  -0.121
H: -2.9073 0.8041 -2.0437  0.147
H: -2.3637 -1.5492 2.0159  0.091
H: 0.9979 2.9719 0.5726  0.089
H: 0.1602 2.0814 1.8518  0.070
H: 1.9044 2.4190 2.0034  0.081
H: 1.9686 0.2274 1.0866  0.058
H: 0.5653 -1.4630 -0.7853  0.112
H: 0.9542 -0.6075 -2.2660  0.120
H: 3.3661 -0.3272 -1.3232  0.077
H: 2.8805 -1.9199 -1.8808  0.066
H: 2.3459 -2.8409 0.5445  -0.135
N: -1.0744 0.8624 0.6121  0.126
N: 1.4421 0.9447 0.6044  0.005
O: -1.4894 1.3026 -0.6407  -0.097
O: -1.7428 -0.8068 2.0398  0.104
O: 0.1054 1.4124 -1.1609  0.007
S: -4.0110 -1.6737 -0.1836  0.793
S: 3.2207 -1.8216 0.4935  0.712

=====

[4]
A single C7H12N2O4P2 molecule. Source: the Open Molecules 2025 dataset; level of theory: wB97M-V/def2-TZVPD.

molecular weight = 250.13 Da
strongest force on any atom = 3.55 eV Å⁻¹
energy = -1367.0882 Ha
SMILES string = CCOC[C@H](C#N)[C@@H](C#N)PP(=O)(O)O
frontier orbital gap = 9.72 eV

Each line ends with the Löwdin charge.
CARTESIAN COORDINATES (ANGSTROEM)
C: 2.3696 1.2450 0.9247  -0.092
C: 1.0294 2.0933 0.7248  -0.239
O: 0.7516 2.3360 -0.6654  -0.162
C: -0.3653 1.6025 -1.1615  -0.169
C: 0.1729 0.2184 -1.7690  -0.260
C: 0.1317 0.2207 -3.3165  -0.188
N: 0.3284 0.3982 -4.4375  0.167
C: -0.7631 -0.9879 -1.2263  -0.455
C: -0.6427 -2.1252 -2.2845  -0.255
N: -0.6212 -3.1384 -2.8333  0.162
P: -0.0489 -1.5630 0.4172  0.875
P: -1.6047 -1.5289 1.9629  0.351
O: -2.9856 -1.7309 1.4252  -0.343
O: -1.5124 -0.1419 2.9030  -0.206
O: -1.1843 -2.7622 3.0247  -0.189
H: 2.8015 0.9547 -0.0739  0.076
H: 3.1456 1.9017 1.4104  0.073
H: 2.2052 0.3361 1.5660  0.046
H: 0.2043 1.5719 1.2781  0.087
H: 1.2201 3.1030 1.1895  0.124
H: -1.1582 1.4106 -0.3755  0.121
H: -0.8874 2.1605 -1.9916  0.142
H: 1.2025 0.0004 -1.3776  0.115
H: -1.8061 -0.5890 -1.1510  0.119
H: 0.2014 -2.9657 0.2395  -0.035
H: -1.9559 0.5717 2.4021  0.069
H: -0.2285 -2.5916 3.1953  0.067